A 2-piece molecular cluster, C34H66ClN6O5P2 overall in a non-equilibrium geometry, computed with ωB97M-V with the def2-TZVPD basis set.

Geometry as ORCA input:
```
! RIJCOSX wB97M-V def2-TZVPD def2/J DEFGRID3
* xyz 1 1
C 3.699 0.864 5.852
C 2.441 0.472 4.876
C 2.860 -0.399 3.539
C 3.215 0.506 2.222
C 1.921 1.288 1.554
C 0.471 0.512 1.875
C -0.781 1.102 0.977
C -2.284 0.721 1.586
C -3.472 1.772 1.048
C -2.407 0.772 3.205
C -1.858 2.093 3.972
C -1.567 3.587 3.382
C -1.006 4.883 4.223
C -0.643 4.670 5.831
C -0.874 3.161 6.478
C -0.445 3.000 8.076
C -1.492 1.887 5.593
N -2.556 -0.665 0.964
C -3.626 -1.429 1.681
O -3.044 -2.318 2.744
C -4.185 -2.901 3.515
C -4.690 -1.966 4.763
C -2.838 -0.401 -0.493
N -4.012 -0.759 -1.170
N -1.857 0.384 -1.361
P -1.533 -0.415 -2.919
C -1.703 -2.315 -2.840
O -2.869 0.093 -3.974
C -0.612 0.792 -0.622
Cl 0.640 -0.559 -1.023
C -0.036 2.140 -1.430
C -1.106 3.380 -1.476
O -2.197 3.233 -2.450
C -2.921 4.545 -2.373
O -2.714 5.372 -3.430
C -3.856 5.023 -1.113
C -4.895 6.252 -1.457
H 3.799 2.048 5.806
H 3.358 0.628 6.965
H 4.678 0.301 5.535
H 1.710 -0.205 5.526
H 1.830 1.443 4.613
H 3.860 -0.978 3.836
H 2.064 -1.260 3.333
H 4.138 1.224 2.412
H 3.589 -0.257 1.384
H 1.882 2.385 2.021
H 2.147 1.373 0.409
H 0.588 -0.674 1.796
H 0.346 0.697 3.048
H -0.709 2.289 1.080
H -3.665 2.654 1.829
H -4.535 1.231 0.974
H -3.180 2.309 0.044
H -3.529 0.604 3.578
H -1.809 -0.164 3.640
H -1.811 3.779 2.229
H -0.821 5.946 3.713
H -0.229 5.568 6.498
H -0.216 1.880 8.373
H -1.379 3.339 8.695
H 0.453 3.726 8.371
H -1.627 0.847 6.127
H -4.231 -2.204 1.000
H -4.484 -0.755 2.166
H -5.130 -3.114 2.842
H -3.894 -3.958 3.989
H -4.935 -2.627 5.726
H -5.722 -1.426 4.506
H -3.927 -1.153 5.119
H -4.161 -1.809 -1.249
H -4.649 -0.061 -1.629
H -1.406 -2.792 -1.790
H -0.901 -2.757 -3.605
H -2.749 -2.666 -3.232
H -3.564 -0.631 -3.986
H 0.958 2.556 -0.977
H 0.207 1.865 -2.565
H -0.485 4.341 -1.819
H -1.525 3.666 -0.400
H -4.533 4.109 -0.759
H -3.199 5.361 -0.176
H -4.901 7.020 -0.566
H -4.612 6.855 -2.423
H -6.009 5.872 -1.624
O 2.436 -5.365 -4.778
P 3.785 -4.608 -4.850
N 3.300 -3.419 -3.780
C 2.677 -2.138 -3.993
C 3.306 -3.780 -2.367
N 3.630 -4.296 -6.527
C 3.244 -3.047 -7.156
C 3.023 -5.393 -7.305
N 5.335 -3.738 -4.933
C 5.648 -2.326 -4.865
C 6.424 -4.526 -5.497
H 3.169 -1.377 -3.373
H 1.614 -2.151 -3.736
H 2.765 -1.769 -5.011
H 4.305 -3.630 -1.946
H 3.036 -4.833 -2.226
H 2.595 -3.194 -1.773
H 2.292 -2.665 -6.779
H 3.124 -3.156 -8.241
H 4.025 -2.295 -7.064
H 1.930 -5.353 -7.266
H 3.348 -6.370 -6.930
H 3.333 -5.354 -8.358
H 4.961 -1.692 -5.419
H 6.641 -2.101 -5.270
H 5.658 -1.987 -3.819
H 6.457 -4.418 -6.592
H 6.293 -5.592 -5.267
H 7.397 -4.232 -5.089
*
```

Output
maximum force = 9.29 eV Å⁻¹
HOMO energy = -9.473 eV
gap between HOMO and LUMO = 0.180 Ha